1.
C4H9NO3 | the ωB97M-V functional and the def2-TZVPD basis

The value obtained for the energy relative to the best compared isomer or geometry (same formula, charge and spin) is 268.8 kJ/mol. The LUMO energy comes out at 0.532 eV. The HOMO energy comes out at -7.48 eV. For the HOMO-LUMO gap, the calculation gives 8.011 eV.

CARTESIAN COORDINATES (ANGSTROEM)
C 1.17745 0.74861 -0.29423
C 1.27814 0.51405 -1.78149
H 2.10391 1.06765 -2.23997
H 1.98749 0.28386 0.27305
H 1.11334 1.80542 -0.03233
H 0.14521 -0.63198 0.31308
H 1.42107 -0.54441 -2.00996
H 0.36177 0.83801 -2.28355
C -0.86102 -2.34318 2.14560
C -0.61250 0.18330 0.36697
N -1.56782 0.37149 -0.60458
O -0.38305 -1.64478 2.93761
O -1.31243 -3.06980 1.36876
O -0.88321 0.89996 1.50821
H -0.26077 0.64694 2.20055
H -1.84481 1.33311 -0.77295
H -1.86279 -0.45824 -1.09477

Cartesian forces (eV/Å) of the 6 atoms listed first:
C -1.78 1.17 0.32
C -0.09 0.01 0.05
H 0.00 -0.10 0.07
H -0.22 -0.15 0.15
H 0.26 0.12 -0.09
H -2.43 -0.76 0.90



2.
C4H9NO3 | the ωB97M-V functional and the def2-TZVPD basis

The value obtained for the energy relative to the best compared isomer or geometry (same formula, charge and spin) is 277.2 kJ/mol. The LUMO energy comes out at 0.520 eV. The HOMO energy comes out at -9.83 eV. The SMILES is CC(=O)NCC=O.O. For the HOMO-LUMO gap, the calculation gives 10.353 eV.

CARTESIAN COORDINATES (ANGSTROEM)
C 0.00430 0.44807 1.23313
C 0.92866 0.06540 0.13063
O 1.93240 0.68452 -0.01810
N 0.52716 -0.99407 -0.65669
C -0.40257 -1.84555 -0.10107
C -0.08817 -3.39238 -0.38506
O 0.82348 -3.74052 -1.10120
H -0.63499 -0.30223 1.58845
H 0.71654 0.75559 1.99534
H -0.54871 1.37578 1.00871
H 1.33155 -1.43328 -1.23088
H -0.11841 -1.91470 0.98275
H -1.27820 -1.39454 -0.52349
H -0.88259 -4.16284 -0.09446
O -1.17231 5.36316 -0.88270
H -0.53669 4.66647 -0.37770
H -0.60144 5.82114 -1.56768

Cartesian forces (eV/Å) of the 6 atoms listed first:
C 0.70 1.97 0.52
C -1.36 -0.66 -0.35
O 1.90 0.82 -0.82
N 4.97 0.62 -2.13
C 1.11 -3.69 1.09
C -1.34 0.64 -2.43



3.
C4H9NO3 | the ωB97M-V functional and the def2-TZVPD basis

The value obtained for the energy relative to the best compared isomer or geometry (same formula, charge and spin) is 511.8 kJ/mol. The LUMO energy comes out at 0.384 eV. The HOMO energy comes out at -10.88 eV. The SMILES is CC(C)(CO)[N+](=O)[O-]. For the HOMO-LUMO gap, the calculation gives 11.265 eV.

CARTESIAN COORDINATES (ANGSTROEM)
C -1.15106 -0.83821 0.25551
C 0.11148 -0.12287 0.18079
C -0.21942 1.31114 0.70025
C 0.67933 0.05426 -1.19166
O -0.46318 0.54847 -2.04699
N 1.00217 -0.93868 1.19391
O 0.66304 -1.02887 2.35257
O 1.97573 -1.50912 0.66955
H -1.63102 -0.71235 1.22825
H -1.15657 -1.96955 0.12393
H -1.67339 -0.49922 -0.55257
H -0.85000 1.82569 0.02571
H 0.75232 1.88156 0.94952
H -0.70498 1.25898 1.61362
H 0.99945 -0.94846 -1.50204
H 1.50390 0.68073 -1.12594
H 0.16220 1.00650 -2.87439

Cartesian forces (eV/Å) of the 6 atoms listed first:
C -0.88 -3.73 1.27
C 0.03 1.79 2.28
C 3.69 -0.26 0.63
C -2.24 -2.66 -0.60
O 5.25 1.64 -2.68
N 1.50 0.19 -1.70



4.
C4H9NO3 | the ωB97M-V functional and the def2-TZVPD basis

The value obtained for the energy relative to the best compared isomer or geometry (same formula, charge and spin) is 140.2 kJ/mol. The LUMO energy comes out at 0.529 eV. The HOMO energy comes out at -10.62 eV. The SMILES is C[C@@H](O)[C@H](N)C(=O)O. For the HOMO-LUMO gap, the calculation gives 11.147 eV.

CARTESIAN COORDINATES (ANGSTROEM)
C 1.29010 -0.06963 1.12081
C 0.89067 -0.54441 -0.24465
O 0.63845 -2.00357 -0.35548
C -0.38110 0.16883 -0.76351
N -0.27810 1.71599 -0.60809
C -1.51257 -0.49437 0.02176
O -2.13487 -1.48720 -0.19089
O -1.95546 0.27195 1.04159
H 0.50729 -0.19701 1.89145
H 2.10587 -0.70035 1.41897
H 1.55691 1.06978 1.08935
H 1.75336 -0.40250 -0.88124
H -0.31210 -2.25199 -0.35076
H -0.56677 -0.10105 -1.86216
H 0.60543 2.00755 -0.99616
H -0.90547 2.01621 -1.33429
H -1.30164 1.00178 1.00329

Cartesian forces (eV/Å) of the 6 atoms listed first:
C -0.38 1.51 0.72
C -1.26 -1.51 -0.83
O 0.48 1.10 0.41
C 0.97 0.06 -1.75
N -0.86 -2.54 -0.14
C -2.18 2.28 1.02



5.
C4H9NO3 | the ωB97M-V functional and the def2-TZVPD basis

The value obtained for the energy relative to the best compared isomer or geometry (same formula, charge and spin) is 440.7 kJ/mol. The LUMO energy comes out at 0.896 eV. The HOMO energy comes out at -9.17 eV. The SMILES is COCON(C)C=O. For the HOMO-LUMO gap, the calculation gives 10.062 eV.

CARTESIAN COORDINATES (ANGSTROEM)
C -2.90475 -0.21236 -0.23296
O -1.57088 0.08679 -0.10462
C -0.66500 -0.79515 0.39946
O 0.35352 -0.00558 0.89049
N 1.36002 0.27167 0.02817
C 1.81851 1.69126 0.00485
C 2.15335 -0.80726 -0.33316
O 2.13526 -1.97549 0.03807
H -3.47020 0.08553 0.65732
H -3.19113 0.28064 -1.23757
H -3.11236 -1.31789 -0.16428
H -0.90876 -1.27407 1.30500
H -0.51737 -1.53068 -0.39597
H 2.58491 1.80065 -0.74573
H 0.92830 2.29915 -0.18925
H 2.07662 1.83489 1.13328
H 2.92996 -0.43210 -1.05307

Cartesian forces (eV/Å) of the 6 atoms listed first:
C -1.18 -1.09 -0.80
O -0.07 1.87 -0.28
C -0.33 -0.17 -0.60
O 1.15 0.19 1.20
N 1.22 -1.17 -2.15
C -1.53 -1.51 2.86



6.
C4H9NO3P | the ωB97M-V functional and the def2-TZVPD basis

The value obtained for the energy relative to the best compared isomer or geometry (same formula, charge and spin) is 160.5 kJ/mol. The LUMO energy comes out at 4.085 eV. The HOMO energy comes out at -4.26 eV. The total charge is -1. The SMILES is C[C@H]1C[C@@]1(N)[P@](=O)([O-])O. For the HOMO-LUMO gap, the calculation gives 8.349 eV.

CARTESIAN COORDINATES (ANGSTROEM)
C 0.72908 1.59350 0.08751
C 0.87219 -0.01325 0.15044
C 0.40627 -0.82942 1.33810
C -0.43604 -0.85765 0.15207
N -0.52147 -1.99974 -0.66234
P -2.38991 0.03313 0.19183
O -2.39144 1.44510 0.72099
O -3.39430 -1.00589 0.56598
O -2.31328 0.25976 -1.58643
H 1.38267 2.08741 0.83045
H -0.29166 1.78619 0.25232
H 0.99716 1.73170 -0.93706
H 1.68739 -0.36354 -0.43737
H 0.84035 -1.79853 1.54776
H 0.17623 -0.29955 2.15858
H -0.96801 -1.76872 -1.50045
H -1.34704 -2.60564 -0.19086
H -2.87506 1.04945 -1.46972

Cartesian forces (eV/Å) of the 6 atoms listed first:
C 1.31 -3.31 0.85
C -1.84 1.30 0.37
C 1.55 -1.98 -2.01
C -2.61 3.48 -0.24
N -1.69 -3.63 2.66
P 3.31 -0.44 -1.51



7.
C4H9NO4 | the ωB97M-V functional and the def2-TZVPD basis

The value obtained for the energy relative to the best compared isomer or geometry (same formula, charge and spin) is 179.5 kJ/mol. The LUMO energy comes out at 0.425 eV. The HOMO energy comes out at -10.29 eV. The SMILES is O=CNCCOC=O.O. For the HOMO-LUMO gap, the calculation gives 10.712 eV.

CARTESIAN COORDINATES (ANGSTROEM)
O 0.68502 -4.27965 1.79534
C -0.03535 -3.54529 2.48845
N -0.46683 -2.33812 2.09758
C 0.12340 -1.64587 0.95341
C -0.05420 -0.10886 1.04874
O 0.56828 0.49057 -0.06894
C -0.17689 1.39899 -0.78869
O 0.31247 2.09134 -1.68790
H -0.47540 -3.75104 3.49429
H -1.17556 -1.94859 2.72407
H 1.20355 -1.86561 0.85127
H -0.40005 -2.12974 0.10646
H -1.14112 0.07776 0.95266
H 0.28607 0.36174 1.99119
H -1.22400 1.47970 -0.43555
O 0.84233 5.09353 -5.49938
H 0.86150 4.72985 -4.58526
H 0.26679 5.88928 -5.43774

Cartesian forces (eV/Å) of the 6 atoms listed first:
O -1.10 1.27 1.72
C 0.74 -1.46 -1.10
N 0.18 0.94 0.92
C -0.17 -0.13 -0.11
C -1.55 -0.78 -0.23
O -0.24 1.04 -0.93



8.
C4H9NO4S2 | the ωB97M-V functional and the def2-TZVPD basis

The value obtained for the energy relative to the best compared isomer or geometry (same formula, charge and spin) is 330.3 kJ/mol. The LUMO energy comes out at 6.153 eV. The HOMO energy comes out at 0.20 eV. The total charge is -2. For the HOMO-LUMO gap, the calculation gives 5.948 eV.

CARTESIAN COORDINATES (ANGSTROEM)
C -1.18141 1.30070 0.22742
C -2.39013 1.46564 -0.77512
C -1.95390 0.56595 1.33445
C 2.40290 -1.77474 -0.79511
N 1.00949 -0.13390 0.98838
O 0.91161 0.96793 -1.38570
O -0.37781 -1.29004 -0.82032
O 3.03877 -1.43173 1.69818
O 3.47752 0.39255 0.36714
S 0.12133 0.25830 -0.32708
S 2.45640 -0.59557 0.60917
H -3.07811 0.57296 -0.80297
H -2.89772 2.51281 -0.52968
H -1.97322 1.63185 -1.72733
H -2.69810 -0.32060 1.10021
H -2.56165 1.32793 1.75583
H -1.15851 0.31672 2.02927
H 1.38659 -2.02400 -0.82709
H 2.46538 -1.12018 -1.67343
H 3.00055 -2.62259 -0.44622

Cartesian forces (eV/Å) of the 6 atoms listed first:
C -2.16 -1.52 -0.22
C 0.83 1.77 0.72
C 1.00 -0.77 0.30
C 0.12 1.72 0.97
N -0.25 0.96 -0.68
O -1.10 -1.10 1.11



9.
C4H9NOS | the ωB97M-V functional and the def2-TZVPD basis

The value obtained for the energy relative to the best compared isomer or geometry (same formula, charge and spin) is 104.2 kJ/mol. The LUMO energy comes out at 6.188 eV. The HOMO energy comes out at 0.57 eV. The total charge is -2. The SMILES is C[C@H](C[S-])NC[O-]. For the HOMO-LUMO gap, the calculation gives 5.623 eV.

CARTESIAN COORDINATES (ANGSTROEM)
C 0.79119 -0.08780 -1.10475
C -0.41248 -0.28300 -0.20840
C -1.58823 0.50089 -0.87698
S -2.28266 -0.47266 -2.35310
N -0.13145 0.51947 1.03697
C 0.82381 -0.36379 1.89083
O 2.09233 0.02829 1.72465
H 1.62843 0.39342 -0.66681
H 0.56785 0.47034 -2.01701
H 1.24824 -1.02526 -1.46316
H -0.68751 -1.31982 -0.03766
H -2.44286 0.53905 -0.22902
H -1.24825 1.52480 -1.05152
H 0.44863 1.33528 0.83314
H 0.55027 -0.32312 3.00216
H 0.64269 -1.43611 1.52067

Cartesian forces (eV/Å) of the 6 atoms listed first:
C 0.80 -1.50 -1.95
C -0.48 4.10 -0.29
C -0.28 -2.13 -0.68
S 0.34 0.78 0.17
N -0.40 -2.62 1.55
C 0.71 0.63 -0.24



10.
C4H9NOS | the ωB97M-V functional and the def2-TZVPD basis

The value obtained for the energy relative to the best compared isomer or geometry (same formula, charge and spin) is 225.5 kJ/mol. The LUMO energy comes out at 0.679 eV. The HOMO energy comes out at -8.96 eV. The SMILES is CN[C@H](C=O)CS. For the HOMO-LUMO gap, the calculation gives 9.641 eV.

CARTESIAN COORDINATES (ANGSTROEM)
C 0.39500 -2.23104 -0.35305
N 0.60907 -0.78739 -0.79105
C -0.07034 0.18564 0.07968
C -1.55028 0.44553 0.03664
O -2.10864 1.27357 -0.62667
C 0.67876 1.51617 -0.07013
S 0.40482 2.82149 1.26358
H -0.03680 -2.24366 0.63741
H -0.32223 -2.62431 -1.07173
H 1.35389 -2.70919 -0.51011
H 0.20157 -0.68695 -1.71443
H 0.22355 -0.18479 1.07276
H -2.21150 -0.29408 0.55892
H 1.73159 1.36947 0.11451
H 0.41635 2.09682 -0.94901
H 0.28520 2.05274 2.32270

Cartesian forces (eV/Å) of the 6 atoms listed first:
C -0.18 1.81 -1.80
N -1.43 -0.47 0.23
C 2.19 1.15 1.04
C -1.39 -1.74 -0.53
O 0.45 0.56 -0.16
C 0.03 0.96 1.62



11.
C4H9NOS | the ωB97M-V functional and the def2-TZVPD basis

The value obtained for the energy relative to the best compared isomer or geometry (same formula, charge and spin) is 55.6 kJ/mol. The LUMO energy comes out at 0.854 eV. The HOMO energy comes out at -9.21 eV. The SMILES is CNC(=O)CCS. For the HOMO-LUMO gap, the calculation gives 10.062 eV.

CARTESIAN COORDINATES (ANGSTROEM)
C 2.59190 -1.24780 0.99491
N 1.52381 -0.87032 0.06843
C 0.21401 -0.77240 0.45627
O -0.02543 -0.90055 1.62914
C -0.80631 -0.53216 -0.62682
C -2.00262 0.22024 -0.13568
S -2.98410 0.63483 -1.61269
H 2.16663 -1.54713 1.92274
H 3.20682 -2.09589 0.62481
H 3.19320 -0.37176 1.16453
H 1.76734 -0.97182 -0.90323
H -1.13359 -1.47529 -1.10392
H -0.36666 0.10875 -1.38444
H -2.52702 -0.40347 0.59302
H -1.63290 1.15351 0.36261
H -4.08029 1.23871 -1.03456

Cartesian forces (eV/Å) of the 6 atoms listed first:
C -0.04 -0.18 -0.79
N 0.37 -0.50 -0.76
C 1.42 -0.65 -0.19
O -1.28 0.20 1.06
C 0.17 -0.11 -0.67
C -0.14 0.88 1.04



12.
C4H9NOS | the ωB97M-V functional and the def2-TZVPD basis

The value obtained for the energy relative to the best compared isomer or geometry (same formula, charge and spin) is 233.6 kJ/mol. The LUMO energy comes out at 0.750 eV. The HOMO energy comes out at -8.54 eV. For the HOMO-LUMO gap, the calculation gives 9.292 eV.

CARTESIAN COORDINATES (ANGSTROEM)
C 1.25176 0.91898 -0.59400
C 1.50028 -0.56049 -0.90044
C -0.91385 0.08344 0.16637
C -1.56501 -0.31375 1.46185
N 0.15783 1.03060 0.39317
O -0.73911 -1.01997 -2.38185
S -0.20829 -1.28518 -1.02879
H 2.12254 1.33887 -0.12942
H 1.09729 1.50233 -1.53827
H 2.03497 -0.81011 -1.69250
H 1.92560 -1.10438 -0.09707
H -1.73764 0.60701 -0.41119
H -1.05430 -0.68125 2.40541
H -2.29127 -1.14032 1.34461
H -2.12018 0.59098 1.71530
H 0.53937 0.84325 1.28682

Cartesian forces (eV/Å) of the 6 atoms listed first:
C -0.14 0.19 -0.39
C -4.04 1.21 3.08
C 0.45 0.57 -1.13
C -1.06 -1.18 1.32
N 0.17 0.06 -1.31
O -0.18 0.33 -0.35



13.
C4H9NOS | the ωB97M-V functional and the def2-TZVPD basis

The value obtained for the energy relative to the best compared isomer or geometry (same formula, charge and spin) is 166.0 kJ/mol. The LUMO energy comes out at 0.710 eV. The HOMO energy comes out at -8.99 eV. The SMILES is N[C@@H](C=O)CCS. For the HOMO-LUMO gap, the calculation gives 9.700 eV.

CARTESIAN COORDINATES (ANGSTROEM)
N 0.97057 1.85613 -0.42448
C 0.09087 0.72947 -0.02839
C -1.29383 0.91215 -0.61395
O -2.28914 1.04096 0.04132
C 0.78999 -0.58200 -0.28082
C 0.24673 -1.89573 0.35768
S -0.75424 -1.69473 1.86337
H 0.42940 2.57434 -0.88656
H 1.39080 2.22238 0.41560
H -0.11783 0.83463 1.04232
H -1.33294 1.15095 -1.70359
H 0.81068 -0.72142 -1.36988
H 1.85023 -0.57212 -0.08821
H 1.10704 -2.43824 0.73037
H -0.21585 -2.53293 -0.39313
H -1.68248 -0.88383 1.33835

Cartesian forces (eV/Å) of the 6 atoms listed first:
N -0.47 -0.63 -0.51
C 0.27 0.42 1.67
C 0.49 0.97 -0.84
O -0.26 -0.43 0.22
C -0.27 -1.29 -1.23
C 0.16 0.64 0.00



14.
C4H9NOS | the ωB97M-V functional and the def2-TZVPD basis

The value obtained for the energy relative to the best compared isomer or geometry (same formula, charge and spin) is 200.2 kJ/mol. The LUMO energy comes out at 0.826 eV. The HOMO energy comes out at -8.90 eV. The SMILES is CN[C@@H](C=O)CS. For the HOMO-LUMO gap, the calculation gives 9.723 eV.

CARTESIAN COORDINATES (ANGSTROEM)
C 2.19004 0.36358 -1.97585
N 1.76921 0.25222 -0.55598
C 0.40764 -0.16937 -0.35016
C 0.27259 -1.54712 0.28728
O -0.04797 -1.78471 1.41022
C -0.34241 0.83562 0.65132
S -2.08985 0.81277 0.32150
H 1.51237 -0.19450 -2.62230
H 3.21916 0.11446 -2.20320
H 1.94803 1.41365 -2.19065
H 2.40051 -0.22673 0.06571
H -0.16832 -0.08736 -1.27214
H 0.51909 -2.36036 -0.43600
H 0.04555 1.82543 0.42479
H -0.08033 0.52374 1.65672
H -2.45869 1.26909 1.49665

Cartesian forces (eV/Å) of the 6 atoms listed first:
C -1.39 0.98 0.66
N 0.42 -0.83 -0.41
C -1.61 1.82 2.16
C 0.33 -0.48 -1.78
O -0.01 0.03 0.53
C 1.59 -0.31 -1.16



15.
C4H9NOS | the ωB97M-V functional and the def2-TZVPD basis

The value obtained for the energy relative to the best compared isomer or geometry (same formula, charge and spin) is 692.7 kJ/mol. The LUMO energy (alpha / beta) comes out at -1.926 / -2.490 eV. The HOMO energy (alpha / beta) comes out at -6.90 / -6.52 eV. For the HOMO-LUMO gap (alpha / beta), the calculation gives 4.977 / 4.033 eV.

CARTESIAN COORDINATES (ANGSTROEM)
C -0.95856 -0.01286 -0.12443
C -2.32782 0.63520 -0.17586
C -1.16338 -1.53521 0.05808
C 2.80559 1.16147 0.18924
N 0.13010 0.47195 -0.28263
O 2.06816 -1.31700 -0.09257
S 3.04743 -0.41244 -0.72906
H -2.43319 1.59426 0.46663
H -2.65693 0.91092 -1.07091
H -3.00586 0.00140 0.24988
H -1.35010 -1.52488 1.19011
H -0.21703 -2.12977 -0.23962
H -2.10834 -1.80265 -0.39301
H 3.13175 1.93111 -0.36848
H 3.27886 1.00813 1.06815
H 1.75931 1.02036 0.25447

Cartesian forces (eV/Å) of the 6 atoms listed first:
C -2.21 -1.85 -0.72
C 2.02 2.97 4.46
C 1.60 -0.13 1.71
C -0.91 -3.76 -1.53
N 1.57 1.30 -0.50
O -0.66 -0.96 0.54